Record 1
77
Properties=species:S:1:pos:R:3:forces:R:3:lowdin_charge:R:1 method="wB97M-V/def2-TZVPD" lumo_ev=-0.90 homo_lumo_gap_ev=6.837 homo_ev=-7.74 smiles="CCC(=O)OCCC1=C(P(C)C)C(=O)C(C[C@H]2CO2)=C(CCCCCCCSc2nnco2)C1=O.C[N+](=O)[O-]"
C 3.802845 1.123024 2.694199 0.11 -0.83 -0.36 -0.077
C 3.734009 0.760064 1.166492 0.50 0.61 0.01 -0.143
C 4.134652 1.944362 0.245703 0.56 0.24 0.11 -0.452
O 4.252255 3.056073 0.671497 -0.29 0.28 0.35 0.120
O 4.423395 1.743159 -1.104683 -0.93 -0.64 0.49 -0.066
C 3.518225 2.470812 -1.952984 -1.31 0.27 -0.31 -0.152
C 2.772828 1.533176 -2.997519 -0.10 0.05 0.75 -0.105
C 1.563834 0.913856 -2.229997 0.07 -0.37 -0.17 -0.136
C 1.625139 -0.253984 -1.524610 -1.08 0.52 -0.52 -0.233
P 3.220201 -1.215759 -1.520114 0.90 0.06 0.00 0.951
C 3.175456 -2.660266 -0.333817 -0.78 -0.76 -0.51 -0.298
C 3.263314 -2.024955 -3.233084 -0.99 -0.76 0.67 -0.271
C 0.336623 -0.682406 -0.811258 -0.02 0.58 -0.42 -0.304
O 0.282409 -1.753061 -0.263168 0.03 -0.31 0.28 0.099
C -0.937713 0.196046 -0.799969 -0.32 0.05 -0.32 -0.090
C -2.089218 -0.349122 0.058271 2.06 0.43 1.81 -0.047
C -1.664511 -0.011488 1.602508 -3.48 -0.43 0.26 -0.210
C -2.901641 0.255019 2.575482 3.19 -2.67 -0.47 -0.015
O -2.022702 -1.007025 2.579914 1.07 2.23 -0.63 -0.133
C -1.009117 1.347415 -1.501178 0.54 -0.10 -0.07 -0.060
C -2.261479 2.274408 -1.592012 1.43 0.17 -0.54 -0.114
C -2.788729 2.803602 -0.216739 0.20 -0.08 0.27 -0.163
C -4.278577 2.518313 0.167049 -0.46 0.28 0.04 -0.193
C -5.289513 2.293224 -1.007109 0.27 -0.36 -0.15 -0.198
C -5.412569 0.800915 -1.462271 -0.63 -0.18 0.28 -0.211
C -6.075159 -0.141406 -0.369420 -0.08 -0.21 -0.98 -0.240
C -5.489606 -1.593073 -0.521000 0.22 0.00 -0.47 -0.458
S -5.577265 -2.580655 1.028056 0.23 -0.25 0.57 0.958
C -3.992070 -3.337513 1.311854 2.43 -0.90 -1.08 -0.651
N -3.060521 -3.818754 0.474282 -2.08 1.15 0.64 0.030
N -2.042376 -4.236559 1.241397 2.03 -0.85 1.51 0.015
C -2.291184 -4.065124 2.524515 -1.66 0.53 -3.67 -0.122
O -3.540397 -3.506597 2.561831 -1.06 0.71 2.27 -0.029
C 0.251253 1.735453 -2.305709 0.07 -0.69 0.43 -0.263
O 0.238139 2.688315 -3.045437 -0.21 0.38 -0.08 0.098
H 4.783012 0.747289 3.072695 -0.66 0.65 -0.04 0.060
H 3.026982 0.510489 3.213306 0.55 0.60 -0.27 0.080
H 3.662048 2.200464 2.908021 0.14 -0.71 -0.20 0.076
H 2.682575 0.488727 0.932769 0.78 -0.13 -0.25 0.103
H 4.458899 -0.058852 0.969539 -0.95 0.22 -0.16 0.080
H 2.714975 2.871963 -1.284739 0.59 0.05 -0.67 0.128
H 3.980828 3.348900 -2.450518 0.13 -0.74 0.32 0.131
H 2.430242 2.132222 -3.872721 0.07 -0.30 0.88 0.119
H 3.445902 0.753023 -3.407755 -0.31 0.50 0.51 0.087
H 4.189983 -3.123735 -0.368770 -0.67 0.49 0.04 0.035
H 2.422709 -3.434025 -0.630256 0.58 0.59 0.27 0.040
H 2.947217 -2.371675 0.712522 0.24 0.08 -0.72 0.038
H 3.002434 -1.294271 -4.025504 0.27 -0.48 0.51 0.029
H 2.497499 -2.839730 -3.207137 0.51 0.56 -0.39 0.040
H 4.248510 -2.504935 -3.420336 -0.56 0.57 0.20 0.040
H -2.098698 -1.456317 -0.014299 -0.26 0.67 -0.02 0.103
H -3.063788 0.141232 -0.106256 0.65 -0.39 -0.24 0.081
H -0.732696 0.610515 1.767323 -1.08 -0.92 -0.05 0.153
H -2.665164 0.897585 3.443873 -0.66 -0.47 -0.51 0.102
H -3.838811 -0.306672 2.421984 -0.13 1.68 -0.30 0.096
H -2.989460 1.749904 -2.241869 0.15 0.38 0.59 0.108
H -1.905226 3.158149 -2.176755 -0.40 -0.76 0.28 0.112
H -2.630564 3.907820 -0.183262 -0.14 -0.80 -0.16 0.113
H -2.114567 2.396712 0.578491 -0.65 0.33 -0.49 0.101
H -4.640009 3.400475 0.753575 0.32 -0.72 -0.36 0.113
H -4.357780 1.649133 0.857964 0.17 0.51 -0.42 0.072
H -5.009996 2.905405 -1.901417 -0.23 -0.33 0.75 0.114
H -6.310282 2.617075 -0.686631 0.76 -0.16 -0.23 0.114
H -6.075490 0.784550 -2.362119 0.58 -0.07 0.56 0.116
H -4.457776 0.319220 -1.762608 -0.39 0.67 0.14 0.083
H -7.155010 -0.202458 -0.653381 0.71 0.09 0.65 0.110
H -6.004737 0.259981 0.662264 0.16 -0.29 -0.61 0.093
H -4.431758 -1.607055 -0.862532 -0.69 0.09 0.29 0.063
H -6.096379 -2.123551 -1.291263 0.59 0.22 0.60 0.084
H -1.690629 -4.280421 3.411624 -0.58 0.19 -0.50 0.140
C 7.700815 -1.082981 2.892604 0.23 0.11 -0.13 0.046
N 6.399756 -1.696330 2.512108 -0.03 -0.06 -0.05 -0.446
O 6.140532 -1.772352 1.325399 -0.04 -0.02 0.24 0.048
O 5.686819 -2.078107 3.418401 0.08 0.07 -0.22 0.066
H 8.225984 -0.791685 1.988228 -0.12 -0.05 0.01 0.096
H 7.485203 -0.215263 3.511529 -0.01 -0.12 0.07 0.098
H 8.265668 -1.829909 3.444941 -0.10 0.06 0.09 0.101

=====

Record 2
71
Properties=species:S:1:pos:R:3:forces:R:3:lowdin_charge:R:1 method="wB97M-V/def2-TZVPD" lumo_ev=-0.01 e_above_lowest_ev=0.0590 homo_lumo_gap_ev=8.030 homo_ev=-8.04 smiles="CC[C@@H]1CCCCN1CCCNC(=O)[C@H]1CC[C@@H](Cn2c(=O)[nH]c3ccccc3c2=O)CC1"
C 1.301863 4.676665 3.373944 -0.19 -0.09 0.18 -0.095
C -0.180113 4.484917 3.666832 0.11 0.07 -0.34 -0.210
C -0.997568 4.276884 2.383734 -0.17 0.25 0.29 -0.330
C -2.504898 4.153813 2.686676 0.18 -0.03 -0.02 -0.148
C -2.854450 2.804647 3.309640 -0.11 0.01 -0.21 -0.197
C -2.337113 1.680054 2.418554 0.24 0.07 0.18 -0.172
C -0.832994 1.867075 2.188711 -0.21 -0.22 -0.02 -0.187
N -0.491750 3.150957 1.609829 0.04 -0.03 -0.07 -0.141
C -0.747732 3.260871 0.184153 0.20 0.33 -0.15 -0.192
C 0.395052 4.007171 -0.517928 0.04 -0.31 0.14 -0.147
C 1.731134 3.279800 -0.370588 0.02 0.40 -0.02 -0.167
N 1.755334 2.045730 -1.118422 -0.46 0.02 0.42 0.082
C 2.687987 1.752417 -2.044296 0.10 -0.56 -0.32 -0.473
O 3.597038 2.504840 -2.335519 0.30 0.25 -0.13 0.059
C 2.489965 0.403403 -2.737224 -0.08 0.19 0.13 -0.222
C 1.292263 0.505090 -3.688803 0.14 -0.16 -0.19 -0.142
C 0.998433 -0.832197 -4.367085 -0.16 0.03 0.17 -0.149
C 0.790523 -1.963861 -3.355343 0.10 -0.17 -0.08 -0.288
C -0.532810 -1.741126 -2.603291 0.10 0.18 -0.44 -0.081
N -0.678907 -2.547042 -1.398503 -0.02 0.19 -0.10 0.085
C -0.892530 -3.900341 -1.589407 -0.10 -0.35 0.25 -0.467
O -0.964052 -4.405682 -2.684026 0.01 -0.04 -0.29 0.103
N -1.025935 -4.646759 -0.445156 -0.03 -0.36 -0.07 0.179
C -0.993013 -4.141472 0.831026 0.06 0.53 0.32 -0.176
C -1.145375 -4.962424 1.947152 0.00 -0.02 -0.04 -0.013
C -1.111144 -4.410433 3.210677 0.00 -0.01 -0.15 -0.066
C -0.925058 -3.042305 3.383496 0.02 0.13 0.09 -0.071
C -0.772227 -2.225454 2.285032 -0.01 -0.12 -0.14 0.005
C -0.805322 -2.765509 0.998692 -0.05 -0.33 0.27 -0.057
C -0.643262 -1.904695 -0.172357 0.00 0.08 0.07 -0.343
O -0.482079 -0.698895 -0.101038 -0.09 0.05 0.17 0.054
C 2.020750 -2.056604 -2.449447 -0.20 0.08 0.09 -0.139
C 2.317147 -0.740856 -1.736782 0.16 -0.11 -0.13 -0.139
H 1.455675 5.532703 2.721219 0.07 0.11 -0.10 0.074
H 1.701057 3.795509 2.880662 0.11 -0.06 -0.05 0.056
H 1.854051 4.842294 4.296343 0.12 0.04 0.04 0.069
H -0.569327 5.369576 4.176008 -0.08 -0.04 0.07 0.113
H -0.305831 3.636940 4.339639 -0.08 -0.01 0.11 0.098
H -0.849136 5.172034 1.768039 0.01 -0.03 0.03 0.141
H -2.809648 4.967439 3.347343 -0.03 0.08 -0.04 0.112
H -3.062272 4.261104 1.752210 -0.06 0.04 -0.01 0.107
H -2.401145 2.722668 4.299756 -0.02 -0.04 0.09 0.106
H -3.937438 2.724854 3.434313 0.04 0.01 0.09 0.108
H -2.526645 0.707871 2.878553 -0.03 -0.07 -0.05 0.103
H -2.855175 1.703519 1.456949 -0.05 -0.05 -0.07 0.114
H -0.310705 1.780401 3.146640 0.02 -0.11 0.05 0.119
H -0.454456 1.085036 1.527609 0.05 0.01 0.10 0.088
H -1.692417 3.781532 -0.034495 -0.02 -0.13 0.00 0.118
H -0.832244 2.255575 -0.233706 -0.10 -0.05 -0.03 0.109
H 0.154621 4.121511 -1.576573 0.02 0.09 -0.06 0.115
H 0.497005 5.001593 -0.082532 -0.04 0.11 0.01 0.104
H 1.900547 3.071854 0.690409 0.07 0.08 -0.09 0.108
H 2.548841 3.892868 -0.755034 -0.07 -0.08 0.12 0.120
H 1.042910 1.372064 -0.888034 0.11 -0.15 -0.11 0.109
H 3.390644 0.220413 -3.332310 -0.03 0.10 0.07 0.152
H 0.415122 0.851264 -3.139209 -0.03 0.06 0.00 0.108
H 1.509180 1.255465 -4.451936 -0.06 0.07 0.04 0.126
H 0.114146 -0.735025 -5.000424 0.01 -0.01 -0.11 0.118
H 1.840447 -1.095627 -5.009933 0.00 -0.03 -0.09 0.121
H 0.699211 -2.911544 -3.895862 0.00 0.12 0.04 0.134
H -1.358291 -1.990911 -3.274917 0.06 0.07 0.07 0.142
H -0.630337 -0.705667 -2.281331 -0.06 -0.17 -0.05 0.113
H -1.177376 -5.636990 -0.584689 0.03 0.21 -0.11 0.167
H -1.289908 -6.023829 1.811303 -0.02 -0.12 0.00 0.113
H -1.230146 -5.048799 4.072942 -0.01 -0.07 0.06 0.109
H -0.899879 -2.624202 4.377410 0.00 0.05 0.09 0.105
H -0.625222 -1.161814 2.388874 0.02 0.11 0.00 0.106
H 1.888458 -2.853225 -1.712307 0.08 -0.05 -0.03 0.113
H 2.875388 -2.329921 -3.072730 0.03 -0.08 -0.01 0.123
H 1.506155 -0.524999 -1.043931 0.06 0.00 0.02 0.080
H 3.231547 -0.843023 -1.147701 -0.02 0.03 0.07 0.128

=====

Record 3
89
Properties=species:S:1:pos:R:3:forces:R:3:lowdin_charge:R:1 method="wB97M-V/def2-TZVPD" lumo_ev=-0.76 e_above_lowest_ev=0.0000 homo_lumo_gap_ev=9.458 homo_ev=-10.21 smiles="O=C1OCCO1.O=C1OCCO1.O=C1OCCO1.O=C1OCCO1.O=C1OCCO1.O=C1OCCO1.O=C1OCCO1.O=C1OCCO1.CCO"
O -6.577741 9.923000 -5.155746 -1.70 3.48 2.69 0.121
C -7.070872 10.881212 -4.521211 1.17 -3.33 -2.35 -0.507
O -8.351761 10.984212 -4.097869 1.39 -1.22 -1.06 0.075
C -8.458735 12.199180 -3.437950 -1.82 1.23 1.09 -0.156
C -7.287100 13.066563 -3.828977 -0.33 -0.91 -0.44 -0.074
O -6.399500 11.988975 -4.168923 1.49 0.17 -0.22 0.018
H -9.462021 12.532424 -3.703403 0.17 0.58 0.43 0.148
H -8.339603 12.045509 -2.365427 -0.52 -0.21 0.19 0.123
H -6.926776 13.599957 -2.949335 0.22 0.14 -0.40 0.132
H -7.411030 13.687644 -4.716111 -0.04 0.14 0.20 0.144
O -1.466268 6.821022 -7.066356 -1.86 1.04 2.08 0.134
C -2.293460 7.146250 -6.223002 1.81 -0.62 -1.73 -0.534
O -3.515831 6.652774 -6.108355 0.16 -1.28 -1.69 0.097
C -4.197962 7.159764 -5.009773 -1.11 -0.12 0.67 -0.114
C -3.184535 8.010023 -4.339046 1.23 0.80 1.80 -0.130
O -2.121570 8.060723 -5.247113 1.50 0.48 -1.16 0.030
H -5.026203 7.771873 -5.366782 -0.32 -0.38 0.16 0.129
H -4.462003 6.311243 -4.378572 -0.54 0.30 -0.07 0.138
H -2.723567 7.596526 -3.442032 -0.61 -0.34 0.26 0.116
H -3.467471 9.032056 -4.087073 -0.32 -0.18 -0.32 0.099
O 0.902001 17.724807 0.102444 0.03 -3.77 -1.08 0.121
C 0.839013 16.508707 -0.107983 0.15 2.13 1.44 -0.521
O 0.159602 15.640907 0.677908 -0.82 1.39 2.05 0.071
C -0.067225 14.454184 0.005988 -2.41 -0.94 -0.21 -0.188
C 1.007741 14.389123 -0.943903 2.09 -0.04 -1.91 -0.138
O 1.429927 15.753401 -1.027911 1.13 1.29 -1.11 0.080
H -0.082450 13.560195 0.629402 -0.22 0.43 0.41 0.144
H -0.988019 14.539703 -0.571018 -0.52 -0.12 0.44 0.126
H 0.727241 14.147776 -1.969169 0.11 -0.51 0.39 0.118
H 1.785603 13.737755 -0.545479 0.56 0.29 -0.48 0.143
O -3.496633 11.320051 -9.802800 1.94 0.42 5.30 0.073
C -2.947533 11.370209 -8.648650 -1.99 2.60 -7.89 -0.505
O -2.838881 10.400123 -7.843923 -1.17 -3.25 -0.28 0.140
C -2.020893 10.721075 -6.811077 1.36 0.51 2.83 -0.137
C -1.442053 12.050503 -7.220475 1.93 -0.55 2.30 -0.170
O -2.262713 12.483312 -8.203134 -2.42 -0.04 -2.20 0.080
H -2.639329 10.878560 -5.927436 -0.09 -0.31 0.29 0.123
H -1.244411 9.992450 -6.578102 -0.40 -0.17 -0.37 0.124
H -0.430827 11.923044 -7.606843 0.23 0.37 0.29 0.151
H -1.514807 12.684700 -6.336963 0.64 0.33 -0.29 0.113
O -5.142635 7.046393 -1.991108 -1.71 1.74 0.64 0.165
C -5.949973 7.876268 -1.622782 1.25 -1.98 -0.77 -0.529
O -7.267510 7.867969 -1.814550 -0.60 -0.80 -0.48 0.095
C -7.845861 8.928895 -1.093540 -0.68 1.80 -0.75 -0.089
C -6.619910 9.904977 -0.906210 -3.53 -0.53 0.69 -0.139
O -5.660274 8.967551 -0.915149 4.46 -0.82 0.83 0.045
H -8.664475 9.377305 -1.656486 0.14 -0.15 -0.36 0.123
H -8.308792 8.601894 -0.162481 0.55 -0.21 0.22 0.135
H -6.781644 10.299229 0.097036 0.65 0.67 -0.22 0.140
H -6.410154 10.617660 -1.703829 -0.53 0.37 0.08 0.112
O -1.363279 6.010704 -1.862166 0.37 4.46 2.07 0.107
C -1.271886 7.094027 -1.230305 1.05 -5.24 -1.71 -0.522
O -0.102771 7.749796 -0.989739 0.22 -0.05 -1.32 0.081
C -0.414497 9.007415 -0.439705 0.79 1.14 0.80 -0.135
C -1.805834 8.844485 0.015070 -1.42 0.31 2.04 -0.144
O -2.218327 7.637633 -0.514453 -2.01 -0.88 -1.27 0.090
H 0.189413 9.191176 0.448903 0.48 0.00 -0.37 0.142
H -0.363918 9.871345 -1.102402 0.63 -0.39 -0.55 0.107
H -2.503502 9.631745 -0.270580 0.06 0.05 0.02 0.129
H -1.853373 8.652327 1.086947 -0.12 0.68 0.23 0.143
O 2.462984 11.532981 -6.379064 -1.86 -3.64 3.17 0.082
C 2.024974 10.707622 -5.519503 4.01 5.41 -2.79 -0.542
O 0.868999 10.159719 -5.508236 -2.21 -1.13 -1.19 0.095
C 0.805103 9.215499 -4.474105 -0.36 -1.18 1.63 -0.106
C 1.924522 9.628012 -3.546400 -0.17 -0.36 0.92 -0.133
O 2.698091 10.429649 -4.389061 1.14 0.65 -0.48 0.080
H -0.193443 9.244284 -4.038036 0.16 -0.11 -0.11 0.119
H 1.094671 8.197303 -4.733950 -0.72 0.03 -1.05 0.147
H 2.521608 8.768809 -3.240855 -0.06 0.05 0.09 0.137
H 1.604464 10.168121 -2.655365 0.04 0.29 -0.10 0.113
O -0.310250 12.119650 -2.352451 -2.01 -0.98 -0.22 0.133
C -1.513935 12.033673 -2.522319 2.33 1.13 0.01 -0.560
O -2.182486 11.111698 -3.194800 0.09 -1.51 0.07 0.070
C -3.597423 11.303454 -2.984008 0.18 -0.29 -0.07 -0.104
C -3.601776 12.775514 -2.681403 -1.88 0.02 -1.80 -0.134
O -2.346925 12.997036 -2.114146 -0.06 0.49 1.37 0.069
H -4.140943 10.873884 -3.825530 0.13 0.77 -0.24 0.111
H -3.991054 10.775366 -2.115518 0.63 -0.45 0.32 0.117
H -4.504204 12.970848 -2.102134 0.61 0.58 0.68 0.132
H -3.649734 13.376048 -3.589793 -0.15 0.07 -0.12 0.133
C -1.488618 15.441799 -4.542108 0.02 0.82 -0.61 -0.071
C -0.683141 15.217992 -5.826088 0.36 0.32 0.74 -0.288
O 0.398411 14.368516 -5.428051 -0.26 -0.52 -0.81 -0.085
H -1.564805 14.417961 -4.175997 -0.47 0.33 0.56 0.052
H -2.425075 15.988545 -4.652587 -0.48 -0.59 -0.45 0.073
H -1.003667 16.116207 -3.836341 0.69 -0.46 0.18 0.074
H -0.309103 16.093797 -6.356343 0.00 0.34 0.36 0.114
H -1.303619 14.719355 -6.570710 0.21 -0.39 0.13 0.092
H 1.089737 14.853005 -4.970952 -0.09 0.28 -0.10 0.089